Formula: C35H55N4OP2Ru
Source: the OMol25 dataset
Level of theory: ωB97M-V with the def2-TZVPD basis set

Last column: Mulliken charge in e.
Cartesian coordinates (Å):
C (-1.1545, 0.1727, -2.7235)  -0.2453
C (0.5967, -1.3623, -2.3712)  -0.0207
C (-1.1231, -0.0963, -4.0899)  -0.9093
C (0.8950, -1.3446, -3.7649)  -1.0592
C (-0.0555, -0.8259, -4.6148)  -1.0834
H (-1.8779, 0.3552, -4.7203)  0.6435
H (1.7292, -1.9465, -4.1039)  0.6257
H (0.0185, -0.9893, -5.6699)  0.5652
N (-0.3152, -0.4565, -1.8838)  1.7878
P (-1.6082, 1.8180, -0.4997)  0.9314
P (0.5986, -2.1936, 0.2983)  2.1357
C (-2.1844, 1.1197, -2.1562)  -1.9308
H (-2.4017, 1.9370, -2.8643)  0.9060
H (-3.1566, 0.6188, -1.9734)  0.7831
C (1.1677, -2.3173, -1.4643)  -2.1012
H (2.1885, -2.6778, -1.6504)  0.7935
C (1.9577, -2.3322, 1.7455)  2.4127
C (-0.1030, -3.9305, -0.1273)  1.2702
C (-0.4824, 3.2840, -1.0849)  2.0940
C (-3.1902, 2.5893, 0.2468)  2.2583
C (2.0482, -1.0619, 2.5990)  -1.6733
H (1.0870, -0.8140, 3.0521)  0.2305
H (2.7755, -1.2352, 3.4091)  0.6724
H (2.3838, -0.1996, 2.0200)  0.0777
C (1.6079, -3.4662, 2.7189)  -1.7716
H (0.6498, -3.2693, 3.2184)  0.2929
H (1.5801, -4.4578, 2.2584)  0.3740
H (2.3854, -3.4977, 3.4994)  0.5448
C (3.3238, -2.5260, 1.0946)  -1.1020
H (4.0870, -2.6240, 1.8843)  0.5897
H (3.3928, -3.4236, 0.4679)  0.2845
H (3.5740, -1.6391, 0.4979)  -0.3272
C (-1.0312, -4.4216, 0.9734)  -1.5060
H (-1.8864, -3.7368, 1.0816)  0.2250
H (-1.4016, -5.3967, 0.6320)  0.5827
H (-0.5238, -4.5510, 1.9355)  0.2704
C (-0.9153, -3.8453, -1.4389)  -1.5260
H (-1.7546, -3.1447, -1.3336)  0.1749
H (-0.2990, -3.5281, -2.3005)  0.3542
H (-1.2653, -4.8504, -1.6962)  0.7059
C (1.0980, -4.8757, -0.3631)  -1.2578
H (1.7138, -4.5447, -1.2073)  0.2228
H (1.7496, -5.0000, 0.5072)  0.2781
H (0.6885, -5.8563, -0.6347)  0.5248
C (-2.8014, 3.6392, 1.2951)  -1.5993
H (-3.7288, 4.0279, 1.7405)  0.6185
H (-2.2104, 3.1840, 2.1004)  -0.0165
H (-2.2541, 4.4916, 0.8817)  0.3133
C (-3.9863, 1.4972, 0.9697)  -2.0456
H (-4.3696, 0.7273, 0.2894)  0.3253
H (-3.3800, 1.0203, 1.7479)  0.4055
H (-4.8506, 1.9689, 1.4609)  0.6440
C (-4.1073, 3.2127, -0.8214)  -1.6297
H (-4.4412, 2.4780, -1.5607)  0.3438
H (-5.0001, 3.5959, -0.3097)  0.5396
H (-3.6526, 4.0563, -1.3439)  0.3091
C (0.4001, 2.7930, -2.2402)  -1.4785
H (-0.1714, 2.6495, -3.1686)  0.1810
H (1.1731, 3.5503, -2.4460)  0.7101
H (0.9030, 1.8516, -1.9930)  -0.2985
C (0.3823, 3.7005, 0.1098)  -1.4772
H (1.0295, 2.8871, 0.4403)  -0.0615
H (1.0108, 4.5461, -0.1969)  0.6163
H (-0.2225, 4.0376, 0.9597)  0.2947
C (-1.2343, 4.5259, -1.5970)  -1.7989
H (-1.8607, 4.3167, -2.4771)  0.3585
H (-1.8297, 5.0277, -0.8261)  0.4340
H (-0.4655, 5.2511, -1.9162)  0.5020
Ru (-0.6357, -0.2503, 0.2209)  -0.3748
C (-2.2304, -1.1102, 0.1525)  -0.2579
O (-3.2853, -1.6537, 0.1362)  -0.3225
N (1.5957, 0.8129, 0.1198)  -0.1252
C (2.6757, 0.9400, -0.3573)  -0.3940
C (3.9251, 0.6924, -1.1519)  1.8466
C (4.2648, -0.6765, -1.7906)  -1.3774
C (3.7230, 1.6224, -2.3528)  -1.7463
C (4.9567, 1.0502, -0.0750)  -1.4605
H (4.3941, -1.5263, -1.1217)  0.3066
H (3.5666, -1.0021, -2.5665)  0.2494
H (5.2382, -0.6155, -2.3116)  0.5577
H (3.2821, 2.5660, -2.0228)  0.4018
H (4.6263, 1.8198, -2.9358)  0.4984
H (2.9753, 1.1527, -3.0147)  0.2820
H (5.9791, 0.7325, -0.2932)  0.4209
H (4.8794, 2.1308, 0.0897)  0.4162
H (4.6703, 0.5677, 0.8766)  0.2692
N (-4.4043, 1.0205, 6.5093)  -0.3243
C (-3.5896, 0.8024, 5.6973)  -0.4262
C (-2.6306, 0.5234, 4.6529)  0.1602
C (-1.8337, 1.5299, 4.1008)  -0.0387
C (-1.0425, 1.2323, 2.9908)  -1.1212
N (-1.0957, 0.0250, 2.3818)  1.4698
C (-1.6799, -0.9950, 3.0493)  -0.4516
C (-2.4809, -0.7764, 4.1678)  -0.8091
H (-1.8410, 2.5407, 4.5149)  0.5631
H (-0.3619, 1.9719, 2.5589)  0.6114
H (-1.5338, -2.0032, 2.6519)  0.3064
H (-3.0068, -1.6166, 4.6204)  0.5810

Calculated values
- LUMO level (alpha / beta): -9.17 / -12.78 eV
- Total charge: +3
- Frontier orbital gap (alpha / beta): 5.67 / 5.25 eV
- Expectation value of S²: 6.081
- Maximum force: 6.46 eV/Å
- HOMO level (alpha / beta): -0.5450 / -0.6626 hartree
- Spin multiplicity: 5